[1]
# C5H18O3

A cluster of 4 separate species, C5H18O3 in total at a distorted geometry (the ωB97M-V functional and the def2-TZVPD basis, the Open Molecules 2025 dataset).

Output
* SMILES string: CCCCC.O.O.O
* lowest unoccupied orbital energy: 0.496 eV
* molar mass: 126.20 Da
* largest force on an atom: 2.41 eV/Å
* multiplicity: 1
* Kohn-Sham gap: 11.30 eV
* ΔE to the lowest compared entry with this formula, charge and spin: 0.7967 eV

Each line ends with the natural charge from an NBO analysis.
Geometry (Å):
C1 -1.363 -0.908 1.399  -0.62
C2 -0.965 -1.286 -0.018  -0.41
C3 0.339 -0.602 -0.520  -0.40
C4 0.186 -0.268 -2.037  -0.39
C5 1.561 -0.257 -2.715  -0.61
H1 -1.892 -1.765 1.854  0.20
H2 -2.172 -0.171 1.419  0.22
H3 -0.603 -0.668 2.130  0.20
H4 -1.787 -1.091 -0.703  0.20
H5 -0.704 -2.344 -0.084  0.21
H6 0.398 0.353 -0.007  0.21
H7 1.253 -1.150 -0.337  0.19
H8 -0.433 -1.075 -2.436  0.19
H9 -0.311 0.683 -2.166  0.19
H10 2.106 0.591 -2.278  0.18
H11 2.123 -1.161 -2.522  0.21
H12 1.541 0.115 -3.741  0.21
H13 0.054 -2.988 2.849  0.47
H14 1.506 -2.964 2.379  0.47
O1 0.738 -3.538 2.455  -0.94
H15 1.356 3.156 0.276  0.49
H16 1.092 2.376 -1.110  0.49
O2 0.701 2.760 -0.309  -0.97
H17 -1.135 3.146 0.252  0.49
H18 -1.061 3.076 1.814  0.46
O3 -1.450 3.544 1.075  -0.96

[2]
# C4H6N2O2

An isolated molecule of C4H6N2O2 at a distorted geometry (the ωB97M-V functional and the def2-TZVPD basis, the Open Molecules 2025 dataset).

Output
* SMILES string: Cn1c(=O)ccn1O
* lowest unoccupied orbital energy: 0.479 eV
* molar mass: 114.10 Da
* largest force on an atom: 2.78 eV/Å
* multiplicity: 1
* Kohn-Sham gap: 9.37 eV
* ΔE to the lowest compared entry with this formula, charge and spin: 3.3568 eV

Each line ends with the natural charge from an NBO analysis.
Geometry (Å):
C1 0.066 -1.213 1.400  -0.42
C2 0.429 0.866 -1.444  0.00
C3 0.095 1.790 -0.575  -0.37
C4 -0.226 1.115 0.695  0.62
H1 1.174 -1.130 1.567  0.20
H2 -0.172 -2.253 1.154  0.22
H3 -0.451 -1.025 2.325  0.24
H4 -1.245 -1.330 -1.554  0.45
H5 0.776 0.909 -2.471  0.23
H6 0.291 2.876 -0.805  0.25
N1 -0.276 -0.249 0.360  -0.31
N2 0.294 -0.431 -0.876  0.01
O1 -0.279 -1.457 -1.577  -0.53
O2 -0.476 1.531 1.801  -0.59

[3]
# C18H30N2O3S

An isolated molecule of C18H30N2O3S at a distorted geometry (the ωB97M-V functional and the def2-TZVPD basis, the Open Molecules 2025 dataset).

Output
* SMILES string: CCCCCCCCCCS(=O)(=O)N/N=C/c1ccccc1OC
* lowest unoccupied orbital energy: 0.322 eV
* molar mass: 354.52 Da
* largest force on an atom: 1.37 eV/Å
* multiplicity: 1
* Kohn-Sham gap: 8.69 eV
* ΔE to the lowest compared entry with this formula, charge and spin: 1.5455 eV

Each line ends with the natural charge from an NBO analysis.
Geometry (Å):
C1 -5.297 -1.169 -0.585  -0.60
H1 -5.759 -0.406 0.038  0.20
C2 -3.779 -1.037 -0.556  -0.40
C3 -3.227 -1.198 0.859  -0.39
C4 -1.724 -0.933 0.947  -0.39
C5 -0.870 -2.030 0.313  -0.39
C6 0.607 -1.639 0.308  -0.39
C7 1.495 -2.731 -0.288  -0.39
C8 2.885 -2.254 -0.721  -0.40
H2 2.769 -1.409 -1.399  0.20
H3 3.349 -3.065 -1.286  0.21
C9 3.834 -1.884 0.425  -0.43
C10 3.672 -0.479 0.969  -0.65
H4 4.145 -0.362 1.940  0.25
H5 2.644 -0.141 1.024  0.24
S1 4.558 0.736 -0.060  2.27
O1 5.807 0.186 -0.499  -0.94
O2 4.561 1.985 0.642  -0.93
N1 3.669 0.893 -1.491  -0.69
N2 2.372 1.203 -1.629  -0.23
C11 1.721 1.745 -0.676  0.01
C12 0.310 2.039 -0.831  -0.17
C13 -0.344 1.849 -2.047  -0.15
C14 -1.690 2.121 -2.182  -0.25
C15 -2.404 2.595 -1.094  -0.19
C16 -1.781 2.786 0.128  -0.32
C17 -0.427 2.506 0.278  0.40
O3 0.255 2.631 1.448  -0.51
C18 -0.425 3.103 2.585  -0.25
H6 -0.823 4.111 2.428  0.18
H7 0.319 3.132 3.380  0.20
H8 -1.239 2.430 2.875  0.18
H9 -2.363 3.147 0.961  0.22
H10 -3.457 2.818 -1.189  0.22
H11 -2.184 1.968 -3.130  0.22
H12 0.239 1.484 -2.877  0.23
H13 2.173 2.002 0.278  0.21
H14 4.063 0.400 -2.277  0.41
H15 3.702 -2.604 1.237  0.21
H16 4.866 -1.964 0.075  0.24
H17 1.596 -3.552 0.425  0.19
H18 0.994 -3.130 -1.174  0.20
H19 0.714 -0.725 -0.281  0.20
H20 0.915 -1.426 1.334  0.19
H21 -1.192 -2.197 -0.715  0.20
H22 -1.005 -2.964 0.863  0.19
H23 -1.504 0.016 0.454  0.20
H24 -1.441 -0.835 1.999  0.19
H25 -3.443 -2.205 1.224  0.19
H26 -3.745 -0.493 1.514  0.19
H27 -3.489 -0.057 -0.941  0.20
H28 -3.345 -1.793 -1.212  0.19
H29 -5.672 -1.056 -1.600  0.21
H30 -5.604 -2.144 -0.212  0.20

[4]
# CH4BClS

A cluster of 2 separate species, CH4BClS in total at a distorted geometry (the ωB97M-V functional and the def2-TZVPD basis, the Open Molecules 2025 dataset).

Output
* SMILES string: BCl.C=S
* lowest unoccupied orbital energy (spin up / spin down): -1.083 / -1.083 eV
* molar mass: 94.38 Da
* largest force on an atom: 3.58 eV/Å
* multiplicity: 1
* Kohn-Sham gap (spin up / spin down): 8.09 / 8.08 eV
* ΔE to the lowest compared entry with this formula, charge and spin: 1.7663 eV

Each line ends with the natural charge from an NBO analysis.
Geometry (Å):
B1 0.371 -0.800 -0.980  0.18
C1 -0.515 0.739 0.861  -0.48
S1 -0.214 -0.442 2.041  0.07
Cl1 1.518 0.217 -1.562  -0.11
H1 -0.795 -0.506 -0.986  -0.04
H2 0.859 -1.768 -0.559  -0.05
H3 0.331 1.442 0.503  0.22
H4 -1.555 1.119 0.681  0.21

[5]
# C32H35KN6PSbSe4

A structure of composition C32H35KN6PSbSe4 (the ωB97M-V functional and the def2-TZVPD basis, the Open Molecules 2025 dataset).

Output
* charge: -2
* lowest unoccupied orbital energy: 2.648 eV
* molar mass: 1011.35 Da
* largest force on an atom: 0.82 eV/Å
* multiplicity: 1
* Kohn-Sham gap: 3.40 eV
* ΔE to the lowest compared entry with this formula, charge and spin: 0.0000 eV

Each line ends with the Mulliken charge.
Geometry (Å):
K1 1.415 -0.566 0.035  0.65
C1 5.937 -0.484 -0.230  -0.17
C2 4.819 -0.580 0.627  -0.30
N1 3.964 0.412 0.767  -0.50
C3 4.198 1.490 -0.001  0.22
C4 5.291 1.579 -0.836  -0.70
N2 6.195 0.596 -0.939  -0.65
C5 3.225 2.608 0.066  -0.02
C6 3.679 3.930 0.033  -0.79
C7 2.771 4.971 0.083  1.00
C8 1.419 4.654 0.152  -0.62
C9 1.045 3.315 0.173  0.28
N3 1.924 2.316 0.146  -0.19
C10 -0.401 2.924 0.211  0.48
C11 -1.425 3.855 0.032  -0.55
N4 -2.712 3.524 0.070  -0.69
C12 -2.979 2.242 0.275  -0.74
C13 -1.969 1.301 0.431  -1.22
N5 -0.688 1.636 0.406  -0.07
C14 3.226 6.386 0.073  0.71
C15 4.420 6.760 -0.536  -0.58
C16 4.799 8.093 -0.521  -0.33
N6 4.090 9.063 0.049  -0.67
C17 2.951 8.701 0.633  -0.34
C18 2.481 7.398 0.673  -0.51
H1 6.581 -1.352 -0.308  0.26
H2 4.638 -1.490 1.192  0.79
H3 5.439 2.454 -1.461  0.50
H4 4.746 4.103 0.029  0.78
H5 0.678 5.437 0.174  0.16
H6 -1.210 4.896 -0.164  0.42
H7 -4.017 1.932 0.312  0.49
H8 -2.204 0.254 0.568  1.65
H9 5.044 6.036 -1.042  0.45
H10 5.726 8.390 -0.999  0.36
H11 2.379 9.494 1.104  0.35
H12 1.558 7.186 1.195  0.41
C19 -0.665 -5.026 -0.152  -1.91
C20 -1.735 -4.300 0.656  2.52
C21 -3.047 -5.094 0.640  -1.83
C22 -1.274 -4.200 2.116  -1.80
P1 -1.832 -2.542 0.004  0.86
C23 -3.376 -2.003 0.883  0.62
C24 -4.694 -2.131 0.436  -0.44
C25 -5.767 -1.698 1.202  -0.75
C26 -5.555 -1.139 2.454  -0.60
C27 -4.257 -1.016 2.928  -0.64
C28 -3.190 -1.434 2.146  -0.68
C29 -2.247 -2.558 -1.831  2.17
C30 -0.890 -2.662 -2.547  -1.55
C31 -2.837 -1.186 -2.185  -1.75
C32 -3.148 -3.665 -2.388  -1.94
H13 -0.359 -5.942 0.360  0.54
H14 0.251 -4.446 -0.260  -0.10
H15 -1.013 -5.308 -1.148  0.29
H16 -2.843 -6.085 1.059  0.57
H17 -3.449 -5.243 -0.363  0.23
H18 -3.816 -4.629 1.260  0.29
H19 -1.079 -5.216 2.475  0.52
H20 -2.042 -3.758 2.755  0.36
H21 -0.331 -3.658 2.204  0.12
H22 -4.892 -2.580 -0.526  0.08
H23 -6.775 -1.808 0.819  0.42
H24 -6.392 -0.805 3.055  0.37
H25 -4.067 -0.588 3.905  0.39
H26 -2.178 -1.319 2.523  0.54
H27 -0.209 -1.857 -2.270  0.12
H28 -1.057 -2.601 -3.628  0.48
H29 -0.350 -3.587 -2.339  0.33
H30 -2.177 -0.380 -1.854  0.25
H31 -3.827 -1.011 -1.762  0.30
H32 -2.915 -1.111 -3.275  0.56
H33 -2.692 -4.647 -2.262  0.37
H34 -3.272 -3.503 -3.464  0.53
H35 -4.142 -3.695 -1.942  0.22
Se1 2.569 -6.001 -1.307  -0.79
Sb1 3.468 -3.907 -0.432  0.93
Se2 3.012 -2.054 -2.055  -0.80
Se3 2.207 -2.996 1.547  -0.88
Se4 5.853 -4.075 0.091  -0.86

[6]
# C38H42As2RbSbSe4

A structure of composition C38H42As2RbSbSe4 (the ωB97M-V functional and the def2-TZVPD basis, the Open Molecules 2025 dataset).

Output
* charge: -2
* lowest unoccupied orbital energy: 3.299 eV
* molar mass: 1171.67 Da
* largest force on an atom: 0.95 eV/Å
* multiplicity: 1
* Kohn-Sham gap: 4.12 eV
* ΔE to the lowest compared entry with this formula, charge and spin: 0.0666 eV

Each line ends with the Mulliken charge.
Geometry (Å):
Rb1 -0.322 0.206 1.491  0.44
C1 0.409 1.783 -3.136  -2.19
C2 -0.626 1.947 -2.045  1.08
C3 -0.445 2.870 -1.007  1.13
C4 0.804 3.718 -0.906  -2.32
C5 -1.440 3.033 -0.031  0.89
C6 -1.332 4.137 0.990  -2.15
C7 -2.522 2.147 0.009  0.65
C8 -3.507 2.184 1.150  -1.70
C9 -2.692 1.208 -1.018  1.29
C10 -3.861 0.254 -0.939  -2.29
C11 -1.791 1.169 -2.086  1.22
C12 -2.062 0.279 -3.280  -2.35
H1 0.236 2.494 -3.952  0.27
H2 0.395 0.776 -3.549  0.32
H3 1.416 1.951 -2.762  0.42
H4 0.640 4.711 -1.337  0.33
H5 1.649 3.270 -1.422  0.37
H6 1.089 3.846 0.138  0.45
H7 -0.894 3.763 1.925  0.21
H8 -2.314 4.542 1.226  0.55
H9 -0.715 4.958 0.628  0.45
H10 -4.486 2.545 0.812  0.28
H11 -3.167 2.806 1.970  0.49
H12 -3.658 1.197 1.589  0.11
H13 -4.805 0.778 -1.118  0.37
H14 -3.925 -0.184 0.058  0.41
H15 -3.778 -0.564 -1.650  0.40
H16 -1.615 -0.710 -3.141  0.38
H17 -1.654 0.715 -4.190  0.51
H18 -3.131 0.148 -3.435  0.50
C13 3.446 -1.820 -0.441  -1.54
C14 2.907 -2.872 -1.412  -1.11
As1 1.066 -2.405 -1.989  0.70
C15 0.022 -3.596 -0.835  0.17
C16 -1.019 -3.062 -0.076  -0.15
C17 -1.716 -3.845 0.832  -0.69
C18 -1.400 -5.189 0.964  -0.45
C19 -0.393 -5.743 0.185  -0.76
C20 0.318 -4.949 -0.703  -0.15
C21 0.999 -3.533 -3.612  0.17
C22 1.855 -4.600 -3.871  -0.13
C23 1.721 -5.357 -5.027  -0.79
C24 0.730 -5.055 -5.950  -0.37
C25 -0.125 -3.988 -5.711  -0.68
C26 0.015 -3.236 -4.555  -0.32
As2 2.214 -1.720 1.128  0.77
C27 2.937 -3.285 2.037  0.40
C28 2.075 -4.309 2.413  -0.23
C29 2.566 -5.460 3.011  -0.87
C30 3.925 -5.596 3.250  -0.42
C31 4.794 -4.574 2.888  -0.74
C32 4.300 -3.428 2.283  -0.32
C33 3.111 -0.279 2.077  0.31
C34 3.333 0.923 1.408  0.00
C35 3.856 2.020 2.075  -0.57
C36 4.140 1.929 3.429  -0.42
C37 3.894 0.747 4.111  -0.67
C38 3.381 -0.352 3.441  -0.65
H19 3.460 -0.839 -0.923  0.54
H20 4.468 -2.052 -0.135  0.58
H21 2.894 -3.852 -0.927  0.35
H22 3.538 -2.949 -2.301  0.60
H23 -1.280 -2.012 -0.181  0.67
H24 -2.472 -3.397 1.463  0.43
H25 -1.921 -5.797 1.692  0.35
H26 -0.143 -6.792 0.289  0.37
H27 1.115 -5.396 -1.287  0.20
H28 2.639 -4.850 -3.166  0.33
H29 2.392 -6.188 -5.209  0.37
H30 0.625 -5.647 -6.851  0.35
H31 -0.898 -3.740 -6.429  0.39
H32 -0.648 -2.399 -4.371  0.22
H33 1.009 -4.184 2.263  0.17
H34 1.882 -6.242 3.318  0.42
H35 4.308 -6.488 3.731  0.35
H36 5.855 -4.668 3.090  0.36
H37 4.980 -2.624 2.021  0.30
H38 3.074 1.009 0.356  0.12
H39 4.008 2.956 1.551  0.34
H40 4.511 2.798 3.958  0.33
H41 4.053 0.696 5.180  0.38
H42 3.127 -1.254 3.982  0.42
Se1 -0.443 -0.043 7.353  -0.81
Sb1 -0.930 0.115 4.965  0.76
Se2 -3.345 0.232 4.417  -0.73
Se3 -0.035 -1.946 3.709  -0.42
Se4 0.184 2.135 3.927  -0.74